No. 1
Molecular formula: C32H88ClN8O12
Method: DFT, ωB97M-V with the def2-TZVPD basis set

Cartesian coordinates (Å):
Cl -1.2089 0.7461 0.9133
O -2.4006 1.5111 0.6041
O -0.0088 1.5623 1.0834
O 4.3665 1.8858 4.9923
O -3.1397 -4.9648 2.2230
O 4.2998 3.0802 0.6207
O 5.0652 -1.3268 -1.7350
O -4.5005 1.3621 -3.7029
O -1.0706 -3.6952 3.3041
O -1.5229 0.0114 2.1162
O 0.0398 -5.7142 -2.4859
O -2.5582 5.9930 2.7233
O -0.9130 -0.1529 -0.2007
N 3.0588 0.6764 1.8638
N -4.5650 1.6695 -7.4095
N -1.5450 4.7002 -0.6035
N 0.8302 -4.0110 1.2441
N 1.6680 3.8550 -0.6216
N -2.2907 -3.9002 -2.3127
N 1.9044 -1.4140 0.0022
N -2.0426 -3.1492 0.4236
C -4.0289 -4.2134 1.3842
C 0.0143 -4.2594 -2.5395
C -3.4943 0.7382 -2.8960
C 4.2664 -1.4035 -0.5991
C 5.4470 1.8583 5.8820
C 5.0916 2.5168 -0.4137
C -3.3834 -2.8527 0.9524
C 0.2529 -3.1303 3.4946
C 0.2203 -6.3967 -3.7349
C 2.2238 0.0348 3.9856
C -4.2205 1.0227 -5.0834
C -4.1978 -2.0647 -0.0466
C -1.9085 -3.3253 4.4499
C -4.6646 2.1215 -6.0600
C -3.7629 -5.9952 2.9639
C 2.6793 -3.3929 2.7191
C 2.4450 6.0440 -1.0623
C -6.1311 2.4367 -5.8444
C 2.4479 -0.1480 -1.9888
C 4.5172 1.1964 3.7702
C -2.2456 5.5934 0.3420
C -3.7780 5.5268 0.0517
C 2.8303 -1.3850 -1.1217
C 2.9145 4.5921 -0.7508
C -1.0102 -2.0700 -3.2098
C 3.8261 4.3869 0.4765
C -1.1932 -3.5699 -3.1756
C 3.0355 1.0225 3.2340
C 1.2889 -3.9147 2.6428
C 6.5103 -1.5325 -1.6269
C -2.0325 6.0700 4.0763
C -1.8201 5.2646 1.7700
H 3.5443 1.4136 1.3730
H -6.4799 3.1358 -6.6046
H 1.2271 -0.0597 3.5546
H -3.0746 -3.4615 -2.7745
H 3.0421 -3.1861 3.7260
H 0.9681 -3.0849 0.8655
H 4.7962 0.1594 3.9568
H -1.7050 4.2318 2.0989
H -1.0161 -1.6817 -2.1914
H -3.7334 -0.3249 -2.9251
H -3.0861 -6.5631 3.6022
H -4.2985 -6.7767 2.4249
H -2.8969 -3.5908 4.0747
H -4.2395 4.5998 0.3919
H -2.4631 0.9423 -3.1843
H -4.0717 3.0276 -5.9354
H -0.8056 5.6494 1.8738
H -4.5063 -5.6063 3.6598
H 0.5874 -3.3317 4.5122
H 1.8777 2.9236 -0.2921
H 4.4540 -2.2633 0.0440
H 6.2722 2.3705 5.3872
H 3.2451 4.6685 1.3547
H -4.3683 -2.5110 -1.0263
H 1.6487 6.0711 -1.8061
H -4.3134 6.2588 0.6564
H 6.9005 -1.7914 -2.6112
H 1.9253 6.5578 -0.2535
H 1.2355 3.8744 -1.5341
H -5.1268 -1.7022 0.3934
H -1.8338 3.7804 -0.3024
H 5.9350 3.1534 -0.6812
H 2.1049 0.8834 1.6042
H -2.5273 -4.8695 -2.4696
H -2.2008 -3.3143 -0.5602
H -6.7267 1.5388 -5.6796
H 5.1885 2.3376 6.8262
H -3.1825 -2.3535 1.9003
H 2.6826 -0.9530 3.9408
H 4.5558 2.2113 -1.3124
H 5.2064 1.6785 3.0769
H 2.7416 -2.2448 -1.7858
H -6.0933 2.9865 -4.9040
H 3.2057 0.1524 -2.7125
H -4.3235 -4.7849 0.5041
H 1.5109 -0.3032 -2.5236
H 2.1895 -0.5762 0.4889
H 2.2478 0.7265 -1.3698
H 6.7428 -2.4308 -1.0549
H 3.5201 4.2147 -1.5747
H 1.0420 -1.1509 -0.4529
H -1.8615 5.0984 4.5399
H -4.6988 0.0531 -5.2223
H 5.7852 0.8506 6.1235
H 7.1031 -0.6732 -1.3133
H -0.5642 -6.2397 -4.4752
H -3.9814 5.5861 -1.0176
H -1.6459 -3.8170 5.3866
H 1.2655 -4.9115 3.0832
H 1.4882 -4.5096 0.6621
H 1.2201 -6.2771 -4.1524
H 3.3410 -4.0939 2.2102
H 0.1730 -3.7850 -1.5711
H -1.1123 6.6541 4.0647
H -2.7290 6.6270 4.7030
H 0.8733 -3.8291 -3.0543
H 0.0986 -2.0597 3.3595
H -0.5663 4.6334 -0.3629
H -1.7684 -1.6382 -3.8631
H -3.6836 -1.1256 -0.2508
H 2.7875 -2.4564 2.1721
H -1.2203 -4.0093 -4.1728
H -0.1960 -1.7901 -3.8783
H 0.0766 -7.4588 -3.5367
H 3.3039 6.6266 -1.3956
H -1.9636 -2.2395 4.5283
H -1.6291 -2.2278 0.4094
H -4.9420 -3.9054 1.8938
H 4.5622 5.1907 0.4857
H -1.8263 6.5706 0.1026
H -3.6216 1.3454 -7.5679
H 5.4383 1.5813 0.0254
H 4.4642 -0.5365 0.0311
H 2.0342 0.3958 4.9964
H -4.8154 2.4154 -8.0428
H -3.6634 0.9121 -1.8334
H -3.1386 0.9544 -5.1968
H 2.4818 1.9604 3.2768

Relative energy (zero: lowest compared OMol25 entry of this formula, charge and spin), kJ/mol: 48.80
2S+1: 2
Highest occupied orbital energy (spin up / spin down), eV: 2.5 / -3.5
Total charge: -2
Lowest unoccupied orbital energy (spin up / spin down), eV: 3.857 / 3.833
Kohn-Sham gap (spin up / spin down), hartree: 0.049 / 0.268
⟨S²⟩: 0.750

Atomic partial charges in e from the Mulliken method, atoms 1 to 2: 1.088 -0.705

---

No. 2
Molecular formula: C32H88N8O8
Method: DFT, ωB97M-V with the def2-TZVPD basis set

Cartesian coordinates (Å):
O 3.6471 16.7948 -1.0013
O 8.1383 19.9940 -8.0668
O 4.9611 9.2940 1.0230
O 6.6276 7.5358 -5.3635
O 3.2470 14.3012 -5.5387
O -1.7112 17.2296 -5.6416
O 10.6552 7.2313 -9.2041
O 1.4417 8.9444 -6.2544
N 11.2122 10.7928 -8.2005
N 5.1273 11.8518 -5.3004
N 5.5607 11.5307 -1.5452
N -1.7734 17.6942 -9.3457
N 3.2524 10.5636 -3.4304
N 7.8057 10.5623 -3.6402
N 7.1088 18.9951 -5.4856
N 3.4186 13.5841 -2.8163
C -3.2459 16.2605 -8.2872
C 0.5160 8.0218 -5.6145
C 1.4393 11.5224 -4.9300
C 1.9559 14.8836 -5.9365
C 7.2844 16.7405 -6.2789
C 2.5489 17.5463 -1.4456
C -2.3111 17.3977 -8.0417
C 5.6438 7.2290 -6.3584
C 6.0952 12.4618 -7.3377
C 10.5309 9.4511 -8.0538
C 11.9928 6.8334 -9.0719
C -0.8356 17.2655 -4.5373
C 6.5821 8.8180 -4.9688
C 2.0908 13.9868 -0.9729
C 7.5389 8.3821 -2.6169
C 7.7958 20.7263 -9.2502
C 4.5373 9.9600 -0.1414
C 7.7173 9.1286 -3.9260
C 3.9729 15.7357 -1.8245
C 5.7214 12.1386 0.6950
C 5.3082 13.0452 -6.1873
C 4.1764 8.1752 1.3502
C 7.7588 18.1904 -6.5479
C 2.5400 9.3219 -5.3526
C 5.6983 10.9412 -0.2686
C -1.1469 17.2292 -7.0070
C 8.9852 9.6031 -7.5799
C 2.8465 14.6620 -2.0830
C 3.9507 13.6762 -6.5819
C 2.0931 10.3145 -4.2874
C 7.3841 18.8084 -7.8958
C 10.5443 8.6521 -9.3927
H 6.7297 12.5486 0.7531
H -0.3085 8.5115 -5.0964
H -0.5640 18.1489 -7.0569
H 4.0892 10.4763 -3.9892
H 6.7834 21.0797 -9.4459
H 7.4259 7.3324 -2.8878
H 12.4669 7.0608 -10.0267
H 8.8237 18.4011 -6.4492
H 8.4689 8.5679 -2.0796
H 6.7872 9.4407 -5.8396
H 11.9032 5.7651 -8.8750
H 1.5688 11.6444 -6.0054
H 4.7600 15.2621 -1.2378
H 8.4120 10.0015 -8.4171
H 4.0481 14.3221 -7.4545
H 6.3130 18.9569 -8.0328
H 3.9391 7.4751 0.5491
H 5.7868 6.2029 -6.6973
H 4.5719 11.6732 -1.6942
H -1.6013 18.6714 -9.1571
H 1.2543 14.0736 -6.1358
H 6.0699 12.4028 -1.5602
H 7.8253 16.3535 -5.4153
H 1.6508 16.9289 -1.4264
H 6.6721 10.4534 -0.2256
H 0.0506 7.4302 -6.4029
H 2.1852 15.5462 -6.7711
H -2.9423 18.2429 -7.7671
H 8.6053 8.6257 -7.2826
H 1.2417 9.9799 -3.6947
H 8.8795 10.2825 -6.7341
H -0.2344 16.3574 -4.4926
H 6.2150 16.6187 -6.1064
H 2.8833 17.9214 -2.4129
H 7.7196 18.9933 -4.6812
H 1.7692 12.4544 -4.4711
H 0.9073 7.2335 -4.9714
H 8.4237 21.6148 -9.3170
H 3.3816 9.9333 -2.6518
H 1.1851 13.5043 -1.3404
H 5.5905 9.1091 -4.6223
H -1.4100 17.3034 -3.6117
H 0.3603 11.4663 -4.7857
H 5.5732 11.8751 1.7422
H 6.0371 11.4635 -5.0965
H -3.8403 16.1764 -7.3774
H 3.2570 9.7855 -6.0302
H 5.0690 12.9249 0.3154
H 5.6236 7.9014 -7.2161
H 12.3554 7.3211 -8.1670
H 4.7283 7.6143 2.1044
H 6.2009 13.2795 -8.0505
H 2.3735 18.4069 -0.8002
H -2.8966 15.2394 -8.4406
H 7.0601 19.8987 -5.9341
H 11.0698 11.1011 -9.1517
H 1.7420 14.7830 -0.3153
H 5.9685 13.7631 -5.7008
H -4.0135 16.4086 -9.0468
H -0.4081 16.4512 -7.1991
H 11.1051 11.4610 -7.4508
H 3.2569 12.8981 -6.9003
H 4.6286 7.2405 -5.9618
H 8.6282 8.8120 -4.4341
H -0.2019 18.1502 -4.4759
H 3.5797 10.3507 0.2028
H 4.4242 16.0758 -2.7566
H 3.0129 8.3858 -5.0556
H 7.1832 10.7710 -2.8727
H 6.6631 8.5835 -2.0000
H 7.6089 16.2208 -7.1804
H -2.5748 17.4842 -9.9234
H 2.7705 13.3208 -0.4414
H 11.2487 9.0125 -10.1423
H 8.7482 10.8569 -3.4280
H 3.2679 8.6134 1.7633
H 4.5594 12.2066 -4.5442
H 11.0822 8.9784 -7.2411
H 2.0931 15.2459 -2.6118
H 7.0985 12.1238 -7.0783
H 3.3688 13.8204 -3.7970
H 9.6158 8.6216 -9.9629
H 8.0674 20.1242 -10.1173
H 5.5972 11.6384 -7.8497
H 2.8344 12.7717 -2.6791
H 1.6990 15.5231 -5.0921
H 4.3939 9.2175 -0.9264
H 7.6435 18.0239 -8.6066

Relative energy (zero: lowest compared OMol25 entry of this formula, charge and spin), kJ/mol: 527.27
Structure (SMILES): COC[C@H](C)N.COC[C@H](C)N.COC[C@H](C)N.COC[C@H](C)N.COC[C@H](C)N.COC[C@H](C)N.COC[C@H](C)N.COC[C@H](C)N
Highest occupied orbital energy, eV: -8.5
Lowest unoccupied orbital energy, eV: 0.600
Kohn-Sham gap, hartree: 0.336

Atomic partial charges in e from the Mulliken method, atoms 1 to 2: -0.460 -0.314

---

No. 3
Molecular formula: C32H88N8O8
Method: DFT, ωB97M-V with the def2-TZVPD basis set

Cartesian coordinates (Å):
O 13.5677 -10.6454 17.2662
O 17.9780 -15.9858 7.3231
O 9.2673 -15.4062 13.8873
O 13.6871 -14.1719 10.3303
O 11.4308 -9.5631 13.6671
O 13.1668 -12.3560 6.3672
O 15.6320 -22.7814 6.7984
O 19.7922 -20.7526 10.1946
N 14.3499 -16.5306 8.9871
N 15.1038 -12.7381 14.6661
N 10.7315 -14.4342 17.1783
N 16.3320 -17.8543 4.5477
N 18.4892 -24.1969 10.4520
N 11.3294 -5.8187 13.9890
N 14.3405 -19.3162 6.6523
N 12.1815 -11.8072 9.2621
C 12.7843 -7.2792 15.2064
C 14.1948 -21.0002 8.4383
C 16.3676 -16.8420 10.2520
C 13.1304 -13.6655 11.5383
C 19.5377 -22.1105 9.9022
C 16.1054 -23.8042 5.9578
C 14.6393 -11.1768 16.5127
C 13.7145 -13.2444 5.4231
C 17.6135 -16.1214 5.9918
C 12.3904 -9.7789 12.6626
C 10.8078 -16.5585 16.0279
C 18.5928 -22.7973 10.9148
C 15.0422 -21.6752 6.1707
C 14.9268 -20.5519 7.1614
C 10.9280 -8.2455 13.7013
C 15.0192 -14.6204 10.5278
C 10.6834 -15.0383 15.8694
C 11.9649 -7.1288 13.9027
C 18.5877 -14.7709 7.6705
C 18.3436 -18.5400 5.8993
C 18.6949 -19.8989 9.9247
C 9.3449 -14.7487 15.1467
C 14.1596 -12.4349 15.7801
C 10.1241 -14.7909 12.9381
C 15.0362 -16.1413 10.2729
C 14.1480 -10.3818 9.4447
C 19.2685 -22.8678 12.2709
C 13.9470 -12.0873 7.4854
C 13.2678 -11.1657 8.4759
C 17.1554 -17.5601 5.7356
C 14.0766 -13.6109 16.7574
C 13.9685 -9.4643 17.9459
H 15.1558 -10.4923 15.8335
H 15.3871 -11.5720 17.2163
H 15.0468 -16.3448 8.2691
H 16.9654 -17.4531 3.8465
H 8.4937 -15.1525 15.7028
H 12.0268 -9.7532 11.6261
H 12.5479 -12.7081 9.5528
H 10.2029 -8.1780 14.5140
H 13.5951 -15.8472 8.9872
H 16.8512 -15.3915 5.6764
H 14.9714 -13.7108 17.3734
H 19.1207 -22.2511 8.9019
H 14.6781 -10.9896 10.1892
H 13.1405 -9.3175 18.6442
H 11.0399 -15.3930 12.9634
H 13.2698 -9.1450 12.7739
H 12.6573 -10.4468 7.9162
H 15.5525 -21.3922 5.2398
H 14.0175 -21.9121 5.8445
H 17.0676 -16.2278 9.6759
H 17.9759 -14.1661 8.3510
H 13.2010 -12.1703 15.3217
H 13.5121 -6.4723 15.2655
H 20.1308 -23.5325 12.3007
H 13.4602 -12.6521 11.7765
H 13.4953 -9.7935 10.0865
H 14.3113 -18.6478 7.4150
H 9.9460 -16.8188 16.6477
H 17.8901 -19.9302 10.6591
H 18.6428 -18.8095 6.9115
H 13.6102 -14.2886 5.7483
H 14.9347 -9.7643 9.0085
H 15.6208 -14.0776 9.7905
H 10.7663 -13.4230 17.0652
H 19.4922 -14.9446 8.2590
H 15.4524 -14.4894 11.5218
H 12.1832 -7.4798 16.0947
H 19.2289 -18.2392 5.3339
H 16.3739 -17.8724 9.8999
H 14.2546 -13.0190 7.9909
H 9.1810 -13.6835 14.9474
H 12.6303 -10.8447 12.6759
H 19.0748 -18.8967 9.7278
H 14.7488 -13.0540 5.1387
H 9.7053 -14.8669 11.9356
H 11.6929 -16.9397 16.5355
H 12.0940 -13.5338 11.2169
H 19.6715 -21.8601 12.4676
H 18.7978 -14.1720 6.7826
H 10.7081 -5.6552 13.2033
H 13.4192 -8.1734 15.2008
H 14.9737 -11.7012 7.3581
H 15.3543 -24.3303 5.3632
H 14.0254 -8.5668 17.3290
H 19.4152 -24.6043 10.3967
H 11.4294 -14.5812 15.2149
H 10.4139 -7.9633 12.7727
H 12.6575 -7.1454 13.0603
H 16.5762 -24.5253 6.6270
H 20.4992 -22.6106 10.0205
H 15.9367 -20.2868 7.5170
H 18.3021 -20.1761 8.9372
H 13.2308 -21.3829 8.0815
H 14.6872 -21.8703 8.8662
H 10.7554 -17.0612 15.0624
H 18.3486 -15.8498 5.2153
H 13.1528 -14.3270 12.4044
H 13.9841 -20.2115 9.1566
H 18.6244 -23.0111 13.1393
H 13.1665 -13.5526 17.3532
H 16.4344 -17.7280 6.5448
H 10.4456 -13.7587 13.1017
H 17.9954 -24.8188 11.0788
H 14.8668 -9.7200 18.5140
H 14.4085 -16.6135 11.0376
H 16.9291 -16.9475 11.1889
H 17.6171 -22.3438 11.0888
H 15.9769 -12.5978 15.1806
H 9.9093 -14.5586 17.7601
H 10.7646 -5.7836 14.8307
H 11.5173 -11.9360 8.5040
H 13.0215 -13.2481 4.5812
H 18.0266 -19.4883 5.4550
H 15.0593 -13.7364 14.4929
H 16.3241 -18.8392 4.3108
H 16.9014 -23.3496 5.3555
H 14.8379 -18.8538 5.9003
H 14.0019 -14.5400 16.1846

Relative energy (zero: lowest compared OMol25 entry of this formula, charge and spin), kJ/mol: 375.07
Structure (SMILES): COC[C@H](C)N.COC[C@H](C)N.COC[C@H](C)N.COC[C@H](C)N.COC[C@H](C)N.COC[C@H](C)N.COC[C@H](C)N.COC[C@H](C)N
Highest occupied orbital energy, eV: -8.6
Lowest unoccupied orbital energy, eV: 0.540
Kohn-Sham gap, hartree: 0.337

Atomic partial charges in e from the Mulliken method, atoms 1 to 2: -0.263 -0.218